Record 1
C6H10 | ωB97M-V/def2-TZVPD

Values from the calculation:
HOMO, eV: -8.46
Energy above the lowest of the compared OMol25 structures with the same formula, charge and spin, eV: 3.5685
SMILES string: C1=C2C[C@H]2CC1.[H][H]
Energy, a.u.: -234.47137
Total charge: 0
Kohn-Sham gap, eV: 9.65

The geometry in XYZ format:
```
16
Properties=species:S:1:pos:R:3:forces:R:3:mulliken_charge:R:1
C -1.5384 0.5705 0.4560 -0.1917 -0.0149 0.0952 -0.55
C -0.3767 0.9185 -0.4907 0.1325 0.0633 -0.1794 -0.21
C 1.0689 1.2790 -0.1322 0.0189 0.0663 0.0285 -0.78
C 1.7665 -0.1171 -0.0405 0.1034 -0.0053 -0.0442 -0.50
C 0.6139 -1.0085 0.4186 -0.1620 0.0647 0.0307 -0.39
C -0.5345 -0.4313 0.0755 0.2591 0.0007 0.1340 0.16
H -1.5311 0.8874 1.4981 0.0228 -0.0467 -0.1700 0.21
H -2.5256 0.5750 -0.0029 0.1622 -0.0063 0.0385 0.24
H -0.6951 1.0769 -1.5218 0.0360 -0.0284 0.1688 0.31
H 1.5265 1.9351 -0.8806 -0.0701 -0.0818 0.1390 0.31
H 1.1308 1.7879 0.8387 -0.0340 -0.0898 -0.1294 0.26
H 2.5811 -0.1306 0.6928 -0.0905 0.0037 -0.1072 0.30
H 2.2022 -0.4253 -1.0006 -0.0851 0.0375 0.0746 0.27
H -2.4803 -2.8917 -0.6858 -0.0349 -0.0365 -0.0093 0.17
H 0.7452 -1.8690 1.0684 -0.0285 0.1139 -0.0511 0.40
H -1.9246 -2.4264 -0.5194 -0.0381 -0.0404 -0.0188 -0.19
```
Forces are in eV/Å.



Record 2
C6H10 | ωB97M-V/def2-TZVPD

Values from the calculation:
HOMO, eV: -9.40
Energy above the lowest of the compared OMol25 structures with the same formula, charge and spin, eV: 2.0820
SMILES string: CC1(C)C=CC1
Energy, a.u.: -234.52600
Total charge: 0
Kohn-Sham gap, eV: 10.45

The geometry in XYZ format:
```
16
Properties=species:S:1:pos:R:3:forces:R:3:mulliken_charge:R:1
C -1.8808 -0.0471 0.1785 -2.4950 1.1115 -0.9325 -0.12
C -0.9083 0.1463 1.0392 -1.4476 -1.0427 2.9576 -1.05
C -1.0084 -0.1153 -1.0139 1.7535 0.5484 -0.0473 -1.08
C 0.1970 0.0848 0.0294 -0.7147 0.2998 0.3253 2.01
C 1.0027 1.3737 0.0022 0.2078 -2.1114 -0.8903 -1.54
C 1.0266 -1.1335 0.1589 2.6203 -2.5800 -0.4579 -1.68
H -2.9940 0.0497 0.2205 1.0816 -0.5599 0.2235 0.33
H -1.0921 0.0368 2.1613 1.1013 0.6769 -1.3729 0.28
H -0.8455 -1.0904 -1.4081 -0.4147 -0.8501 -0.7106 0.29
H -1.0764 0.6194 -1.8180 -0.1390 0.0455 0.0966 0.29
H 1.8609 1.2376 -0.6598 -0.0251 0.3538 -0.0130 0.37
H 1.3209 1.3879 1.0086 0.7705 1.0242 1.1013 0.38
H 0.3767 2.1708 -0.2977 -0.4013 1.1061 -0.0564 0.40
H 0.5221 -2.0911 0.0249 -0.7843 0.2197 -0.0640 0.39
H 1.7063 -1.4341 1.0007 -0.9238 1.3963 0.2640 0.33
H 1.7921 -1.1956 -0.6265 -0.1896 0.3618 -0.4234 0.39
```
Forces are in eV/Å.



Record 3
C6H10 | ωB97M-V/def2-TZVPD

Values from the calculation:
HOMO, eV: -9.63
Energy above the lowest of the compared OMol25 structures with the same formula, charge and spin, eV: 3.5227
SMILES string: C#CC.C=CC
Energy, a.u.: -234.47306
Total charge: 0
Kohn-Sham gap, eV: 10.67

The geometry in XYZ format:
```
16
Properties=species:S:1:pos:R:3:forces:R:3:mulliken_charge:R:1
C -1.8824 0.4481 -0.9367 -0.4396 -0.0235 -1.9751 -0.13
C 1.5083 1.6542 0.0524 -2.0922 2.1930 1.2516 -0.56
C 1.9299 0.6638 -0.6718 3.4752 -2.0176 -1.0460 0.05
C -2.0583 -0.2177 0.0321 -0.0202 0.4071 -1.5893 0.06
C 1.5689 -0.7945 -0.4659 0.1751 1.0771 -0.7634 -0.82
C -2.2303 -0.8979 1.2304 0.3242 1.9616 0.8850 -1.21
H -2.0075 0.6084 -1.9885 0.4368 0.6336 0.2376 0.33
H 2.9034 0.7351 -1.2939 -1.8156 0.4736 0.6912 0.22
H 1.9396 2.6929 -0.0558 -0.7137 -1.3049 0.2625 0.24
H 0.5567 1.4867 0.7045 1.9313 0.5462 -1.0042 0.13
H 1.1331 -0.8719 0.4946 -1.0342 -0.2848 0.8842 0.13
H 2.4867 -1.3824 -0.3856 -0.1804 -0.1127 -0.5865 0.36
H 0.8832 -1.0813 -1.2717 0.2721 -0.5631 0.3134 0.24
H -2.5041 -0.0904 1.8760 -0.2833 -0.0453 1.3502 0.28
H -1.3153 -1.3009 1.4667 2.1928 -0.9844 1.2051 0.31
H -2.9119 -1.6522 1.2131 -2.2284 -1.9559 -0.1161 0.37
```
Forces are in eV/Å.



Record 4
C6H10 | ωB97M-V/def2-TZVPD

Values from the calculation:
HOMO, eV: -9.42
Energy above the lowest of the compared OMol25 structures with the same formula, charge and spin, eV: 1.2503
SMILES string: C=CCCC=C
Energy, a.u.: -234.55656
Total charge: 0
Kohn-Sham gap, eV: 10.66

The geometry in XYZ format:
```
16
Properties=species:S:1:pos:R:3:forces:R:3:mulliken_charge:R:1
C -1.2519 -0.5678 1.6326 -0.0599 0.0379 -0.0813 -0.77
C -1.2026 0.1561 0.5205 -0.1539 -0.1473 0.1921 -0.03
C 1.6014 1.0723 0.4317 0.1122 0.0004 -0.1004 -0.71
C 1.2677 0.6937 -0.7974 0.0018 0.1435 0.1657 -0.12
C 0.6220 -0.6327 -1.0726 0.0575 -0.0230 0.0383 -0.62
C -0.8895 -0.4489 -0.8254 -0.1635 -0.0676 -0.0768 -0.72
H -0.9906 -1.6243 1.6167 -0.2095 0.0508 -0.0140 0.23
H -1.5369 -0.1508 2.5920 0.1650 0.0578 -0.0633 0.27
H -1.3965 -1.4148 -0.8835 0.0543 -0.0049 -0.1405 0.38
H -1.3770 1.2310 0.5594 -0.0959 -0.2253 0.0329 0.32
H 1.8353 2.1010 0.6815 0.2408 -0.0752 -0.1217 0.27
H 1.5741 0.3628 1.2545 0.0131 0.1136 -0.0990 0.28
H 1.2555 1.4220 -1.6071 0.0444 -0.0416 0.0808 0.29
H 1.0047 -1.4042 -0.3937 -0.0286 0.1735 -0.0404 0.30
H 0.7916 -0.9851 -2.0974 -0.0084 0.1091 0.1717 0.33
H -1.3073 0.1895 -1.6119 0.0306 -0.1017 0.0561 0.30
```
Forces are in eV/Å.



Record 5
C6H10 | ωB97M-V/def2-TZVPD

Values from the calculation:
HOMO (alpha / beta), eV: -7.18 / -8.02
Energy above the lowest of the compared OMol25 structures with the same formula, charge and spin, eV: 5.8940
Energy, a.u.: -234.38591
Total charge: 0
Kohn-Sham gap (alpha / beta), eV: 6.97 / 8.34

The geometry in XYZ format:
```
16
Properties=species:S:1:pos:R:3:forces:R:3:mulliken_charge:R:1
C -0.3825 -1.4342 -0.6081 -0.0379 -0.1546 0.3300 -0.68
C -1.0052 -0.0765 -0.7089 -0.2349 0.1054 -0.3387 -0.20
C -1.2181 0.7490 0.5575 0.0090 0.0799 -0.0133 -0.68
C 0.1746 0.8660 1.2405 0.0498 -0.0828 0.0384 -0.69
C 1.1360 0.4813 0.1589 0.0384 0.3739 0.5939 -0.63
C 0.5000 -0.2350 -0.8686 0.7960 -0.4739 -0.3449 0.28
H -0.2931 -1.9156 0.3653 -0.0662 0.0945 -0.1142 0.20
H -0.5287 -2.1229 -1.4369 0.0298 0.1669 0.1013 0.29
H -1.6217 0.1333 -1.5794 0.0454 -0.0429 0.1882 0.37
H -1.5628 1.7467 0.2662 0.0159 -0.1371 0.0401 0.32
H -1.9708 0.3220 1.2290 0.1038 0.0486 -0.1093 0.29
H 0.2688 0.1338 2.0573 -0.0439 0.1057 -0.0920 0.25
H 0.3650 1.8492 1.6829 -0.0535 -0.1199 -0.0697 0.34
H 2.4856 -0.8038 -0.8939 0.2066 -0.1283 -0.0926 0.14
H 2.1486 0.8525 0.0541 -0.2175 -0.0569 0.0760 0.49
H 1.5043 -0.5459 -1.5159 -0.6407 0.2214 -0.1932 -0.08
```
Forces are in eV/Å.



Record 6
C6H10 | ωB97M-V/def2-TZVPD

Values from the calculation:
HOMO, eV: -7.86
Energy above the lowest of the compared OMol25 structures with the same formula, charge and spin, eV: 2.5998
SMILES string: C=C/C=C\CC
Energy, a.u.: -234.50697
Total charge: 0
Kohn-Sham gap, eV: 8.98

The geometry in XYZ format:
```
16
Properties=species:S:1:pos:R:3:forces:R:3:mulliken_charge:R:1
C 1.6058 -0.8368 0.4810 -0.0851 -1.3975 0.1351 -1.03
C 0.5998 0.3463 -0.9236 -0.7135 0.6786 -1.4897 -0.24
C 0.5094 -1.1008 -0.7570 1.0603 0.4588 1.1727 -0.41
C -2.1870 0.1832 0.6461 0.1163 0.0182 0.0332 -0.88
C -1.4224 1.2191 0.2879 -0.2748 -0.0162 0.2339 0.16
C -0.1029 1.3045 -0.3240 -0.3822 0.3945 -0.3170 -0.45
H 1.0256 -0.7643 1.3998 0.0704 -0.3622 -0.0008 0.27
H 2.3512 0.0171 0.5592 -1.2999 -0.8250 -1.0573 0.34
H 2.1897 -1.7213 0.3799 0.7325 -0.9073 0.9099 0.42
H 1.5062 0.6076 -1.4525 0.0116 0.3635 -0.0662 0.38
H 0.9389 -1.7377 -1.5606 -0.0859 0.7070 0.5638 0.32
H -0.4498 -1.5547 -0.4202 1.0018 0.5668 -0.0070 0.19
H -1.8625 -0.8420 0.5768 -0.0681 -0.0765 0.0307 0.15
H -3.1847 0.3462 1.0418 0.1531 0.0248 -0.0378 0.24
H -1.8684 2.1905 0.4476 -0.0797 0.2283 0.0426 0.25
H 0.3323 2.2946 -0.3520 -0.1568 0.1442 -0.1462 0.29
```
Forces are in eV/Å.



Record 7
C6H10 | ωB97M-V/def2-TZVPD

Values from the calculation:
HOMO (alpha / beta), eV: -7.53 / -7.43
Energy above the lowest of the compared OMol25 structures with the same formula, charge and spin, eV: 3.9930
Energy, a.u.: -234.45577
Total charge: 0
Kohn-Sham gap (alpha / beta), eV: 7.37 / 8.09

The geometry in XYZ format:
```
16
Properties=species:S:1:pos:R:3:forces:R:3:mulliken_charge:R:1
C -0.1275 0.4328 1.7996 -1.1708 -0.1375 -0.0180 -1.18
C -0.4433 0.8552 0.2577 0.5144 0.1673 2.4575 0.77
C 0.9401 1.1806 -0.0193 1.0504 0.9149 -1.0960 -1.30
C 0.7224 -1.3030 -1.7402 0.1929 -0.2989 -0.1787 -0.90
C -0.5633 -1.1685 -1.2776 -0.6907 0.1611 0.0216 0.19
C -1.1261 -0.2609 -0.3727 0.0082 -0.7478 -0.8665 -0.69
H 0.3877 -0.5303 1.8132 -0.0654 0.1532 -0.0483 0.36
H -1.0903 0.3289 2.3011 -0.0198 -0.1560 0.2251 0.37
H 0.4586 1.1718 2.3514 -0.1036 -0.0086 -0.2683 0.36
H -1.0869 1.7410 0.3421 0.1381 -0.1598 -0.2319 0.28
H 1.2838 2.1595 0.3064 0.0208 -0.1759 -0.1643 0.41
H 1.6733 0.3913 -0.0220 0.0584 0.1854 0.0673 0.33
H 1.5722 -0.8103 -1.2984 -0.0811 -0.0702 -0.2898 0.16
H 0.9157 -1.9900 -2.5690 -0.0441 0.2216 0.3726 0.25
H -1.2844 -1.8417 -1.7378 -0.0020 0.0062 0.0662 0.27
H -2.1824 -0.3690 -0.1325 0.1943 -0.0551 -0.0485 0.33
```
Forces are in eV/Å.